No. 1
Molecular formula: C11H18BLaN7O6P2
Method: DFT, the ωB97M-V functional and the def2-TZVPD basis

LUMO energy: -2.80 eV
charge: +1
energy: -2003.94280 hartree
energy relative to the best compared isomer or geometry (same formula, charge and spin): 0.0 kJ/mol
2S+1: 1
gap between HOMO and LUMO: 9.1 eV

Atoms and positions in Å:
La: -0.1576 -0.2163 0.5286
C: 3.3349 1.1470 3.0574
C: 3.1376 0.0427 1.9212
N: 1.8835 -0.3972 1.6147
N: 0.9185 1.1050 3.2608
C: 2.0525 1.7257 3.3194
B: -0.2811 2.1284 2.9056
N: -1.6634 1.4640 2.6856
C: -2.6318 1.3129 3.5959
C: -3.7070 0.6749 3.0076
C: -3.2989 0.4660 1.6940
N: -2.0691 0.9471 1.4948
N: 0.0851 2.8747 1.5825
C: 0.1201 4.2015 1.3926
C: 0.4253 4.4583 0.0705
C: 0.5600 3.1939 -0.4959
N: 0.3518 2.2361 0.4095
H: 4.2131 1.7761 3.0791
H: 3.8838 0.0728 1.1363
H: 2.0524 2.8162 3.2933
H: -0.3780 2.9388 3.7844
H: -2.5026 1.6864 4.5981
H: -4.6504 0.4237 3.4574
H: -3.8472 0.0182 0.8790
H: -0.0735 4.8738 2.2117
H: 0.5352 5.4152 -0.4063
H: 0.8003 2.9355 -1.5161
N: 0.3583 -3.5395 3.4166
C: 1.3277 -2.7117 2.5792
C: 2.7277 -3.2413 2.8464
P: 1.0097 -0.8829 2.9961
O: 1.3336 -1.1109 4.5569
O: 3.6014 -0.2437 3.2123
O: -0.4867 -0.9471 2.6910
P: 0.7887 -3.2246 0.8354
O: 1.9085 -2.6509 -0.1719
O: 0.7484 -4.6992 0.8936
O: -0.4573 -2.4436 0.4208
H: 0.6898 -3.6200 4.3782
H: 0.2702 -4.4710 2.9816
H: -0.5533 -3.0683 3.4156
H: 3.0090 -3.0776 3.8885
H: 3.4494 -2.7093 2.2292
H: 2.8007 -4.3042 2.6095
H: 1.2450 -0.3082 5.0867
H: 2.5351 -3.3340 -0.4448

No. 2
Molecular formula: C5H12NO
Method: DFT, the ωB97M-V functional and the def2-TZVPD basis

LUMO energy: -3.25 eV
SMILES: CC[C@@H]1[NH2+][C@]1(C)O
charge: +1
energy: -327.38831 hartree
energy relative to the best compared isomer or geometry (same formula, charge and spin): 187.1 kJ/mol
2S+1: 1
gap between HOMO and LUMO: 12.2 eV

Atoms and positions in Å:
C: 2.4392 -0.4125 -0.1815
C: 1.3943 0.7627 -0.1875
C: 0.1966 0.2734 0.4656
N: -0.2629 -1.0738 0.2623
C: -1.0821 0.1917 -0.2037
C: -2.3557 0.3827 0.5378
O: -1.2283 0.3149 -1.5597
H: 2.7452 -0.6959 0.7672
H: 3.3538 0.1556 -0.6906
H: 2.2762 -1.2161 -0.8705
H: 1.1890 1.0438 -1.2401
H: 1.8098 1.7510 0.2767
H: 0.2254 0.3968 1.4910
H: 0.2049 -1.6739 -0.4274
H: -0.8084 -1.4373 1.0742
H: -3.0549 0.7477 -0.1530
H: -2.2545 1.0899 1.3142
H: -2.6354 -0.6025 0.9639
H: -2.1523 0.0016 -1.6390

No. 3
Molecular formula: C10H16N2
Method: DFT, the ωB97M-V functional and the def2-TZVPD basis

LUMO energy (alpha / beta): -7.30 / -8.41 eV
charge: +2
energy: -499.37685 hartree
energy relative to the best compared isomer or geometry (same formula, charge and spin): 170.6 kJ/mol
2S+1: 1
gap between HOMO and LUMO (alpha / beta): 8.0 / 6.4 eV

Atoms and positions in Å:
C: -1.8292 -0.9466 -0.8293
C: -1.3723 0.1075 -0.1471
C: 0.1140 -1.6096 0.0215
C: -0.9618 -2.1125 -0.6932
C: 1.0123 4.3361 0.1175
C: 0.6838 3.0210 0.3196
C: 0.7540 0.6852 1.2516
C: -0.1127 -0.2921 0.3563
C: 1.3160 2.0477 1.0862
C: -1.3467 -3.4510 -1.1156
N: 2.2303 2.3717 2.2459
N: -1.2117 -3.7052 -2.6319
H: -2.8298 -1.0916 -1.3519
H: -1.7278 1.1207 -0.1433
H: 0.8668 -2.2417 0.4445
H: 0.3514 5.0098 -0.4227
H: 2.0182 4.8322 0.6036
H: -0.2129 2.6595 -0.1377
H: 0.1476 0.7054 2.1376
H: 1.6943 0.0517 1.6569
H: -2.4418 -3.3930 -0.8335
H: -0.8478 -4.2156 -0.6266
H: 1.9481 3.2186 2.8328
H: 3.2413 2.4277 1.8253
H: 2.2381 1.5824 2.8324
H: -0.2390 -3.7539 -2.9998
H: -1.7074 -2.8408 -2.9451
H: -1.7752 -4.5234 -2.8540

No. 4
Molecular formula: C40H45NO3PbTe
Method: DFT, the ωB97M-V functional and the def2-TZVPD basis

LUMO energy (alpha / beta): -9.68 / -8.82 eV
charge: +2
energy: -2291.94074 hartree
energy relative to the best compared isomer or geometry (same formula, charge and spin): 429.4 kJ/mol
2S+1: 1
gap between HOMO and LUMO (alpha / beta): 3.4 / 4.4 eV

Atoms and positions in Å:
Pb: 0.2267 0.8920 1.0246
C: 3.1629 0.3862 4.1421
C: 2.3913 -0.6087 3.3190
C: 1.1103 -1.0234 3.7298
C: 0.5200 -0.4755 4.9921
C: 0.4317 -2.0354 3.0082
C: -0.8799 -2.5701 3.4933
C: 1.0380 -2.6147 1.8879
C: 0.3110 -3.6858 1.1290
C: 2.3336 -2.2369 1.5169
C: 3.0495 -3.0071 0.4458
C: 2.9828 -1.1882 2.1938
C: 4.3318 -0.7080 1.7383
H: 2.9764 1.4104 3.8132
H: 4.2297 0.2005 4.0727
H: 2.9013 0.3140 5.1923
H: 0.8764 -1.0690 5.8380
H: -0.5666 -0.5266 4.9970
H: 0.8189 0.5557 5.1734
H: -1.7125 -2.0598 3.0050
H: -0.9920 -2.4560 4.5662
H: -0.9655 -3.6297 3.2716
H: 0.4457 -4.6503 1.6197
H: 0.6757 -3.7804 0.1120
H: -0.7541 -3.4760 1.0839
H: 2.7732 -2.6702 -0.5556
H: 2.8019 -4.0624 0.5182
H: 4.1261 -2.9253 0.5497
H: 5.1196 -1.2361 2.2766
H: 4.4604 0.3540 1.9326
H: 4.4909 -0.8820 0.6784
N: 2.2404 0.8861 -0.5561
C: 2.4596 1.6171 -1.7884
C: 3.5928 1.2837 -2.5265
C: 3.9734 2.0060 -3.6386
C: 3.2396 3.1297 -3.9822
C: 2.0720 3.4156 -3.3062
C: 1.6003 2.6304 -2.2404
C: 0.2134 2.8744 -1.7830
C: -0.6713 3.3526 -2.7770
C: -1.9667 3.7235 -2.5033
C: -2.4637 3.6306 -1.2156
C: -1.6341 3.1152 -0.2299
C: -0.3604 2.6662 -0.5332
H: 2.8799 1.2700 0.1391
H: 2.5174 -0.0846 -0.6953
H: 4.1908 0.4368 -2.2161
H: 4.8398 1.7127 -4.2097
H: 3.5711 3.7687 -4.7851
H: 1.5147 4.2936 -3.5946
H: -0.3030 3.4480 -3.7879
H: -2.5917 4.0944 -3.3035
H: -3.4704 3.9327 -0.9707
H: -2.0387 3.0021 0.7615
O: -0.4200 -1.0213 -0.7766
C: -1.7077 -0.9547 -1.3522
C: -2.5585 0.0929 -0.3873
O: -3.5687 0.5325 -0.8516
O: -2.0143 0.2703 0.7202
C: -2.3938 -2.3042 -1.2998
C: -3.6749 -2.5125 -0.8037
C: -4.2393 -3.7770 -0.8029
C: -3.5316 -4.8609 -1.2966
C: -2.2617 -4.6601 -1.8160
C: -1.6933 -3.4006 -1.8122
C: -1.7163 -0.3443 -2.7186
C: -2.8943 -0.3408 -3.4694
C: -2.8816 0.0981 -4.7779
C: -1.7094 0.5872 -5.3435
C: -0.5425 0.6130 -4.5933
C: -0.5465 0.1617 -3.2877
H: 0.1466 -1.5729 -1.3278
H: -4.2468 -1.6938 -0.4014
H: -5.2332 -3.9187 -0.4068
H: -3.9642 -5.8505 -1.2806
H: -1.7160 -5.4882 -2.2448
H: -0.7157 -3.2640 -2.2545
H: -3.8038 -0.7101 -3.0243
H: -3.7847 0.0562 -5.3666
H: -1.7055 0.9344 -6.3649
H: 0.3844 0.9656 -5.0228
H: 0.3727 0.1879 -2.7228
C: -0.1306 3.4886 4.4736
Te: -1.3609 2.0019 3.4900
C: -2.8631 3.5000 3.0779
H: -0.2172 4.4344 3.9501
H: 0.9061 3.1794 4.4922
H: -0.4841 3.6123 5.4915
H: -3.2725 3.8050 4.0377
H: -3.6480 3.0552 2.4761
H: -2.4288 4.3616 2.5756

No. 5
Molecular formula: C4H7N3O
Method: DFT, the ωB97M-V functional and the def2-TZVPD basis

LUMO energy: -0.13 eV
charge: 0
energy: -395.99888 hartree
energy relative to the best compared isomer or geometry (same formula, charge and spin): 392.6 kJ/mol
2S+1: 1
gap between HOMO and LUMO: 8.9 eV

Atoms and positions in Å:
C: 0.8102 -0.1032 0.6151
C: -1.5464 -0.9153 0.4548
C: 0.8510 1.1124 -0.1245
C: -0.0047 1.4521 -1.2990
H: 2.7906 -0.0469 1.3377
H: 1.5849 -1.0290 2.3293
H: 0.2251 -2.0887 0.3596
H: -2.2131 -0.0260 0.6161
H: -1.7437 -2.7086 0.1435
H: 1.5754 1.8136 0.2242
H: -1.1658 0.7143 -1.2461
N: 1.8589 -0.5792 1.5551
N: -0.1796 -1.0497 0.5643
N: -2.3493 -1.9026 0.1177
O: 0.3718 2.3519 -2.1628

No. 6
Molecular formula: C27H30O7P
Method: DFT, the ωB97M-V functional and the def2-TZVPD basis

LUMO energy: -3.84 eV
charge: +1
energy: -1914.49592 hartree
2S+1: 1
gap between HOMO and LUMO: 8.2 eV

Atoms and positions in Å:
C: 0.5191 -5.1284 1.6831
C: -0.2802 -4.4367 0.8799
P: -1.0368 -2.9369 1.4676
C: -2.2460 -2.3261 0.2749
C: -3.3241 -1.5593 1.0171
O: -3.0625 -0.8732 1.9621
C: 0.0809 -1.6303 1.9666
C: 1.0607 -1.1389 0.8765
C: 2.5252 -1.5830 0.9918
C: 3.0647 -1.4775 2.4250
C: 2.8344 -2.9522 0.3544
H: 0.7527 -4.7773 2.6831
H: 0.9764 -6.0594 1.3766
H: -0.5231 -4.7653 -0.1239
H: -1.7668 -3.2901 2.6034
H: -1.7610 -1.6670 -0.4527
H: -2.6959 -3.1911 -0.2182
H: -4.3624 -1.6620 0.6734
H: 0.5532 -1.9222 2.9061
H: -0.6024 -0.8138 2.2129
H: 1.0367 -0.0501 0.8813
H: 0.6749 -1.4326 -0.1009
H: 3.0955 -0.8628 0.3997
H: 2.5230 -0.6975 2.9657
H: 2.9108 -2.4246 2.9500
H: 4.1253 -1.2448 2.4364
H: 3.0256 -3.7207 1.1057
H: 2.0425 -3.2816 -0.3183
H: 3.7389 -2.8894 -0.2516
C: 5.0079 3.2903 1.9141
C: 4.9030 4.3305 2.7366
C: 4.8126 4.1429 4.2082
O: 4.7126 5.0865 4.9579
C: 4.8473 2.7490 4.7242
C: 4.9521 1.7106 3.8997
C: 5.0396 1.9004 2.4307
O: 5.1331 0.9514 1.6782
H: 5.0764 3.4027 0.8395
H: 4.8791 5.3533 2.3830
H: 4.7836 2.6364 5.7990
H: 4.9811 0.6879 4.2541
C: 0.4946 3.1698 -2.2492
C: 0.4078 1.8705 -1.9788
C: -0.8210 1.2986 -1.3849
O: -0.8922 0.1063 -1.1284
C: -1.9504 2.2075 -1.1008
C: -1.8663 3.5077 -1.3692
C: -0.6389 4.0931 -1.9660
O: -0.5565 5.2733 -2.2141
H: 1.3796 3.6171 -2.6836
H: 1.2177 1.1790 -2.1765
H: -2.8310 1.7578 -0.6694
H: -2.6791 4.1947 -1.1726
C: -5.3825 -1.2430 -4.6640
C: -4.9113 -0.6714 -3.5601
C: -4.8477 0.8034 -3.4229
O: -4.4132 1.3254 -2.4140
C: -5.3292 1.6205 -4.5610
C: -5.8013 1.0530 -5.6679
C: -5.8667 -0.4245 -5.8085
O: -6.2949 -0.9469 -6.8106
H: -5.4394 -2.3169 -4.7884
H: -4.5542 -1.2465 -2.7148
H: -5.2733 2.6943 -4.4360
H: -6.1580 1.6297 -6.5114

No. 7
Molecular formula: C3H5N2O2
Method: DFT, the ωB97M-V functional and the def2-TZVPD basis

LUMO energy: -6.37 eV
charge: +1
energy: -376.77413 hartree
energy relative to the best compared isomer or geometry (same formula, charge and spin): 688.0 kJ/mol
2S+1: 1
gap between HOMO and LUMO: 8.1 eV

Atoms and positions in Å:
C: 0.2508 1.1878 0.0114
C: 0.7304 -0.0170 -0.0151
C: 1.4746 -1.2034 -0.0975
N: -1.0641 1.5788 -0.0785
N: -1.6179 -0.6214 0.0336
O: -2.3701 -1.5211 0.0323
O: -2.0734 0.6457 0.0079
H: 0.9304 2.0376 0.0750
H: 2.4654 -1.0100 0.3429
H: 1.5976 -1.5579 -1.1220
H: 1.0564 -1.9928 0.5392
H: -1.3801 2.4737 0.2708

No. 8
Molecular formula: C5H11NO
Method: DFT, the ωB97M-V functional and the def2-TZVPD basis

LUMO energy: 1.02 eV
SMILES: CCC[C@H](N)C=O
charge: 0
energy: -327.07404 hartree
energy relative to the best compared isomer or geometry (same formula, charge and spin): 150.5 kJ/mol
2S+1: 1
gap between HOMO and LUMO: 10.6 eV

Atoms and positions in Å:
C: 2.1222 0.6844 0.7765
C: 1.5095 -0.1606 -0.3405
C: 0.0819 0.2872 -0.7109
C: -0.9618 -0.4727 0.1363
N: -1.5402 -1.6678 -0.4892
C: -2.0696 0.4626 0.6183
O: -3.1205 0.5560 0.0317
H: 1.7348 1.7011 0.6958
H: 2.0576 0.2786 1.7831
H: 3.1880 0.8984 0.6298
H: 1.4982 -1.2421 -0.2403
H: 2.1133 0.0717 -1.2248
H: -0.0271 1.3741 -0.6619
H: -0.1267 0.1000 -1.7681
H: -0.4779 -0.7563 1.0801
H: -1.4454 -1.6120 -1.4915
H: -2.5495 -1.5477 -0.3736
H: -1.9865 1.0452 1.5492